1.
97
Properties=species:S:1:pos:R:3:forces:R:3:lowdin_spin:R:1 method="wB97M-V/def2-TZVPD" s_squared=0.752 total_charge=+3 e_homo_ev="-15.78 / -15.78" e_lumo_ev="-9.6 / -10.6" multiplicity=2 de_lowest_kj_mol=165.1
Ir 0.2264 0.1961 0.2107 0.593 -1.063 -0.203 0.004
C -4.3900 -1.7338 2.2086 0.034 -0.011 0.024 0.000
C -2.9799 -1.8261 1.7340 -0.066 -0.110 -0.075 0.001
C -2.1315 -2.9200 1.7376 -0.073 -0.005 0.125 0.000
C -0.9117 -2.5038 1.2152 0.243 0.006 -0.097 0.005
N -1.0472 -1.1956 0.8444 -0.596 -0.034 0.375 0.021
N -2.3100 -0.8017 1.1989 0.094 -0.129 -0.324 0.003
B -2.6290 0.6898 1.1883 -0.210 0.205 0.431 0.003
N -1.5925 1.3610 2.0961 0.024 -0.091 -0.120 0.000
N -0.2659 1.1900 1.8175 0.108 0.248 0.486 0.000
C 0.4534 1.8208 2.7896 0.019 0.117 -0.037 0.000
C -0.4559 2.4441 3.6324 -0.101 -0.138 0.264 0.000
C -1.7274 2.1142 3.1922 0.090 0.214 -0.057 0.000
C -3.0502 2.4958 3.7603 0.036 -0.013 0.028 0.000
C 1.9098 1.8222 2.9664 0.008 0.020 -0.156 0.000
C 2.4988 2.8933 3.6416 0.032 0.180 -0.153 0.000
C 3.8664 2.9250 3.8532 -0.051 -0.013 0.007 0.000
C 4.6633 1.8809 3.4041 0.089 0.026 0.004 0.000
C 4.0869 0.7985 2.7586 -0.016 -0.076 -0.051 0.000
C 2.7176 0.7694 2.5528 -0.083 -0.173 0.154 0.000
N -2.4149 1.2407 -0.2122 0.185 -0.126 -0.202 0.000
N -1.2385 0.9901 -0.8718 -0.062 0.340 -0.543 0.019
C -1.2802 1.7005 -2.0586 0.303 0.010 0.093 0.005
C -2.4804 2.3942 -2.0744 -0.163 -0.073 -0.126 0.001
C -3.1642 2.0899 -0.9113 -0.125 0.075 0.002 0.002
C -4.4864 2.6028 -0.4538 0.010 -0.006 -0.043 0.000
C -0.3102 1.7517 -3.1848 -0.220 0.111 0.267 0.001
C -0.6481 2.5511 -4.2836 0.073 0.080 0.003 0.000
C 0.1916 2.6498 -5.3786 -0.038 -0.022 -0.002 0.000
C 1.3924 1.9538 -5.4054 0.015 0.000 -0.041 0.000
C 1.7332 1.1476 -4.3322 -0.003 -0.051 0.062 0.000
C 0.8820 1.0450 -3.2410 -0.006 -0.019 -0.104 0.000
C 0.2936 -3.3550 1.1293 -0.263 0.108 -0.085 0.000
C 0.1621 -4.7208 1.3877 0.025 -0.116 -0.067 0.000
C 1.2652 -5.5586 1.3555 -0.037 0.022 -0.022 0.000
C 2.5236 -5.0468 1.0726 -0.017 -0.014 0.010 0.000
C 2.6690 -3.6892 0.8298 0.049 0.038 -0.020 0.000
C 1.5594 -2.8592 0.8515 0.063 -0.013 0.035 0.000
H -4.7510 -2.7278 2.4625 -0.009 0.014 0.014 0.000
H -5.0447 -1.3108 1.4465 0.015 0.010 0.004 0.000
H -4.4694 -1.1089 3.0988 0.022 0.001 -0.007 0.000
H -2.3638 -3.8902 2.1400 -0.007 0.014 -0.008 0.000
H -3.7373 0.8991 1.5655 0.075 -0.023 -0.006 0.000
H -0.2199 3.0091 4.5174 0.014 -0.019 0.004 0.000
H -2.8986 3.1557 4.6105 -0.017 0.000 0.005 0.000
H -3.6031 1.6208 4.1026 0.016 -0.007 0.000 0.000
H -3.6634 3.0172 3.0259 0.013 0.004 -0.006 0.000
H 1.8897 3.7215 3.9782 0.008 0.011 -0.004 0.000
H 4.3124 3.7617 4.3728 -0.018 0.006 0.002 0.000
H 5.7308 1.9011 3.5796 -0.010 0.003 -0.001 0.000
H 4.7055 -0.0336 2.4453 -0.039 -0.018 0.031 0.000
H 2.2633 -0.1226 2.1383 -0.021 -0.119 -0.011 0.000
H -2.8392 3.0431 -2.8519 -0.047 -0.017 0.048 0.000
H -5.0030 3.0689 -1.2897 -0.006 0.003 0.012 0.000
H -4.3537 3.3620 0.3189 0.008 -0.015 0.005 0.000
H -5.1169 1.8154 -0.0440 0.017 -0.005 -0.013 0.000
H -1.5694 3.1128 -4.2970 0.052 0.023 -0.044 0.000
H -0.0936 3.2724 -6.2158 0.003 0.010 0.014 0.000
H 2.0486 2.0322 -6.2619 0.000 0.007 0.014 0.000
H 2.6613 0.5903 -4.3485 -0.029 -0.021 0.003 0.000
H 1.1477 0.3815 -2.4451 0.115 -0.239 0.252 0.000
H -0.8058 -5.1487 1.6070 0.014 -0.007 0.007 0.000
H 1.1414 -6.6141 1.5559 0.000 0.004 0.004 0.000
H 3.3860 -5.6991 1.0500 -0.005 0.007 0.026 0.000
H 3.6591 -3.2883 0.6501 -0.030 0.040 -0.019 0.000
H 1.6822 -1.7994 0.6812 0.126 0.134 0.060 0.000
C -5.3225 -1.8488 -3.0980 0.024 0.041 0.000 0.035
C -4.2142 -1.0571 -2.3918 -0.070 0.211 0.153 0.077
As -2.5563 -2.0566 -2.3271 -0.259 -0.295 -0.451 0.560
C -2.9419 -3.8693 -1.7640 0.130 -0.147 0.239 0.095
C -1.7682 -4.8306 -1.9293 -0.009 0.047 0.023 0.003
C -1.9483 -2.2403 -4.1595 0.279 0.190 -0.101 0.102
C -1.6012 -0.9458 -4.8834 -0.092 -0.012 0.030 0.003
H -6.2069 -1.2132 -3.1466 -0.011 -0.013 -0.015 0.007
H -5.5976 -2.7527 -2.5586 0.001 0.004 0.026 0.001
H -5.0578 -2.1144 -4.1210 0.015 0.007 0.003 0.001
H -4.4910 -0.8014 -1.3681 -0.004 -0.020 0.008 0.001
H -3.9887 -0.1270 -2.9150 0.018 0.013 0.011 0.000
H -3.7817 -4.1476 -2.4086 -0.015 -0.001 0.007 0.019
H -3.3033 -3.8368 -0.7363 -0.019 0.025 -0.011 0.001
H -1.4598 -4.9229 -2.9695 -0.005 -0.008 -0.005 0.000
H -2.0732 -5.8218 -1.5952 0.002 -0.003 -0.006 0.001
H -0.9038 -4.5314 -1.3347 -0.023 0.010 0.009 0.002
H -2.7987 -2.7536 -4.6233 0.012 -0.050 0.007 0.022
H -1.1068 -2.9315 -4.1476 -0.024 -0.039 -0.014 0.000
H -2.4158 -0.2205 -4.8488 -0.014 -0.025 -0.019 0.000
H -1.4021 -1.1657 -5.9317 -0.022 -0.007 -0.007 0.001
H -0.7119 -0.4777 -4.4658 -0.027 -0.063 -0.041 0.001
N 4.3750 0.1605 -1.2110 0.105 0.125 -0.057 0.000
C 4.1958 1.5152 -1.0334 0.112 -0.120 -0.078 0.000
C 2.9392 1.6580 -0.5636 -0.252 -0.207 0.077 0.000
N 2.3444 0.3978 -0.4494 0.166 1.033 -0.134 0.000
C 3.2585 -0.4768 -0.8594 -0.256 0.077 0.013 0.000
H 5.2127 -0.2830 -1.5588 0.011 -0.003 0.027 0.000
H 4.9630 2.2364 -1.2560 0.004 -0.024 0.024 0.000
H 2.4199 2.5617 -0.2940 0.010 -0.015 0.027 0.000
H 3.1370 -1.5439 -0.9299 -0.008 -0.037 0.027 0.000

---

2.
8
Properties=species:S:1:pos:R:3:forces:R:3:nbo_charge:R:1 method="wB97M-V/def2-TZVPD" total_charge=0 e_homo_ev="-8.56 / -8.54" e_lumo_ev="-1.5 / -1.4" de_lowest_kj_mol=406.1
C -0.1056 -0.0444 0.7965 -0.906 2.123 3.247 -0.798
N 0.4791 -0.3014 -2.1614 0.191 0.192 0.344 -0.231
S 0.3582 -1.7349 0.5571 -0.019 -0.548 0.416 0.075
I -1.2603 -2.8576 1.9555 0.315 0.226 -0.298 0.031
H -0.5307 0.2409 1.8790 1.074 -1.193 -2.021 0.234
H -0.9149 0.2495 0.1688 -0.383 0.163 -0.822 0.219
H 0.7250 0.6829 0.7144 -0.133 -0.807 -0.420 0.247
H 0.2307 -0.4564 -3.1422 -0.138 -0.155 -0.446 0.223

---

3.
35
Properties=species:S:1:pos:R:3:forces:R:3:nbo_charge:R:1 method="wB97M-V/def2-TZVPD" total_charge=0 e_homo_ev=-9.32 smiles=C[C@]1(O)C[C@@H](CSC#N)O[C@@H](c2ccc(F)cc2)C1 e_lumo_ev=0.5 de_lowest_kj_mol=140.0
C -0.1241 0.1054 2.7733 -0.569 0.257 0.024 -0.642
C 0.7192 0.8412 1.7366 -1.171 0.207 0.083 0.243
O 1.7401 1.4331 2.4923 2.056 0.101 0.184 -0.725
C -0.0036 2.0429 1.0899 -1.096 -1.024 -1.043 -0.448
C -1.0639 1.5639 0.0127 -0.655 -0.444 2.608 0.075
C -1.7187 2.6594 -0.7545 -0.916 0.515 -1.470 -0.492
S -3.2146 3.5862 -0.1142 1.110 -0.668 2.291 0.266
C -2.8245 3.7021 1.6425 -0.597 -0.207 -2.076 0.083
N -2.6726 3.7494 2.7835 0.088 0.048 -0.124 -0.345
O -0.4097 0.7175 -0.9218 -0.006 -0.588 -0.636 -0.537
C 0.0759 -0.5123 -0.3389 0.867 0.577 1.619 0.105
C 0.5749 -1.6342 -1.2497 0.330 1.819 -1.225 -0.082
C 0.0546 -2.8839 -1.0209 0.024 -0.741 -1.617 -0.169
C 0.2431 -3.9267 -1.9334 0.091 -0.167 2.343 -0.280
C 1.0616 -3.7892 -3.0105 -0.075 3.733 0.652 0.386
F 1.3097 -4.8587 -3.6716 0.739 -2.160 -2.150 -0.299
C 1.5952 -2.5286 -3.3601 0.493 0.989 2.308 -0.274
C 1.4600 -1.4364 -2.3329 -1.070 -2.828 -2.631 -0.164
C 1.1923 -0.1452 0.6627 2.453 0.859 -0.598 -0.429
H -0.6190 0.8259 3.3874 -0.501 0.781 0.472 0.210
H -0.9117 -0.5413 2.4384 -0.335 -0.411 -0.598 0.205
H 0.4789 -0.4455 3.4727 0.649 -0.408 -0.073 0.226
H 1.4069 2.0144 3.2000 -0.176 -0.520 -0.607 0.475
H -0.3100 2.6574 1.9415 -0.775 0.002 -0.450 0.227
H 0.6402 2.6702 0.4815 0.775 -0.148 0.138 0.215
H -1.9589 1.0773 0.4900 0.967 -0.445 -0.042 0.176
H -2.1637 2.1415 -1.6611 0.694 1.028 0.702 0.258
H -1.0199 3.4536 -0.9708 0.236 0.016 -0.642 0.222
H -0.7539 -0.9309 0.2416 -0.073 -0.056 -0.110 0.174
H -0.5372 -3.0339 -0.1597 -0.706 -0.263 0.745 0.210
H -0.0469 -4.9343 -1.6551 -0.302 0.082 -0.172 0.225
H 2.2223 -2.4484 -4.2822 -0.575 0.168 1.076 0.232
H 1.9165 -0.4964 -2.5914 -0.075 0.278 0.230 0.225
H 1.5919 -1.0903 1.1206 -0.212 0.915 -0.343 0.226
H 2.0693 0.3946 0.0617 -1.685 -1.299 1.133 0.223

---

4.
60
Properties=species:S:1:pos:R:3:forces:R:3:nbo_charge:R:1 method="wB97M-V/def2-TZVPD" total_charge=0 e_homo_ev=-9.75 e_lumo_ev=0.1 de_lowest_kj_mol=188.6
C 0.3464 1.2371 1.4736 -2.563 -1.336 0.268 -0.226
C -0.1952 -0.2477 1.5269 -0.009 2.129 1.036 -0.597
C 0.9255 -1.1063 1.0442 -1.240 -1.060 1.541 0.504
O 0.9351 -2.3067 1.2997 0.841 0.795 -0.542 -0.631
N -0.6371 2.0878 2.1608 -0.538 -1.173 0.134 -0.886
H 0.2922 1.4001 0.4206 1.347 1.004 -0.557 0.195
H 1.2850 1.2353 2.0052 0.424 0.440 -0.329 0.205
H -1.2339 -0.3389 1.1212 1.102 -0.201 -0.453 0.275
H -0.3965 -0.3786 2.5931 0.311 -0.861 0.080 0.281
H 1.7932 -0.5970 0.5952 0.025 -0.198 0.094 0.148
H -1.5727 1.9904 1.7303 0.894 0.522 0.394 0.388
H -0.3623 3.0230 2.3762 0.065 0.544 -0.476 0.382
H -1.5691 1.7318 -1.0003 0.080 0.290 -0.616 0.516
H -0.3078 0.9478 -1.2712 0.236 -0.015 -0.639 0.500
O -0.6961 1.8160 -1.4618 -0.585 -0.889 0.653 -1.015
H -4.8036 -0.1672 1.5180 -0.054 0.028 0.154 0.475
H -4.1705 -1.3822 0.8955 0.021 0.145 0.013 0.514
O -4.6802 -0.5874 0.6637 0.130 -0.038 -0.208 -0.971
H 3.2365 2.3883 0.0507 -0.476 -0.373 -0.014 0.492
H 3.3993 1.4859 1.3726 -0.401 -0.143 -0.068 0.479
O 3.7745 2.1693 0.8199 0.927 0.405 0.162 -0.987
H 2.9504 0.9225 -2.0064 0.150 -0.415 0.530 0.512
H 3.8992 -0.0251 -1.2144 0.037 0.169 -0.026 0.493
O 3.0268 0.0241 -1.6171 -0.079 0.407 -0.287 -0.984
H -2.2674 -1.3345 -1.8762 -0.213 -0.176 0.108 0.497
H -1.0976 -1.4737 -0.9203 -0.305 0.165 0.175 0.477
O -2.0658 -1.5297 -0.9426 0.086 -0.211 0.266 -1.016
H 0.5013 -1.6511 -2.0154 -0.184 -0.174 -0.114 0.510
H 1.4553 -0.8849 -1.1840 -0.601 0.572 -0.660 0.528
O 0.4960 -0.8769 -1.4373 1.010 -0.032 -0.094 -1.014
H 1.7171 3.3459 -1.5694 0.300 1.193 -0.329 0.520
H 3.3230 3.7751 -1.5863 -0.492 0.764 0.021 0.495
O 2.6524 3.1039 -1.6737 0.429 -2.000 0.136 -1.020
H 2.2340 0.1460 4.0581 0.198 -0.073 0.066 0.491
H 3.7061 -0.3336 3.9746 -0.022 -0.043 0.137 0.483
O 3.0055 0.0916 3.4764 -0.369 0.174 -0.296 -0.969
H -3.9496 1.9424 -0.9688 -0.009 0.201 -0.086 0.483
H -3.5628 0.6432 -0.2718 0.086 -0.046 0.123 0.527
O -3.1987 1.5086 -0.5590 -0.259 -0.248 0.270 -0.996
H -0.4617 1.3734 3.9017 0.066 -0.964 0.427 0.488
H -1.1950 1.0891 5.1665 0.208 -0.429 0.274 0.466
O -0.4445 0.7259 4.6745 -0.267 1.271 -0.684 -0.992
H 1.7684 0.0369 -4.4122 0.002 -0.145 0.336 0.473
H 1.8895 -1.4832 -4.7587 0.026 0.422 0.165 0.473
O 1.9528 -0.5871 -5.1148 -0.021 -0.282 -0.459 -0.944
H -0.2940 4.5129 -1.5526 0.068 0.395 -0.052 0.463
H -0.1778 3.1822 -2.1952 0.262 0.508 -0.282 0.503
O 0.1814 4.1054 -2.2845 -0.378 -0.527 0.354 -0.974
H 1.4315 -2.9781 -0.2040 0.235 -0.033 -0.170 0.486
H 1.9623 -4.1220 -1.0406 0.007 0.369 -0.296 0.479
O 1.7250 -3.1838 -1.1132 0.072 -0.832 0.157 -0.992
H -0.3274 -3.4964 1.4144 -0.648 -0.164 0.283 0.496
H -1.4149 -3.4964 0.3794 -0.239 -0.392 0.350 0.482
O -1.2507 -3.8111 1.2924 0.554 0.338 -0.959 -0.965
H -2.2415 -2.4716 1.8743 -0.232 -0.290 0.555 0.501
H -2.8577 -2.4343 3.2940 0.063 -0.147 -0.004 0.478
O -2.9229 -2.0313 2.4268 -0.115 0.503 -0.334 -1.007
H -1.7433 -0.4012 -3.7690 -0.262 0.443 -0.295 0.494
H -3.2822 -0.7693 -3.9297 0.129 0.420 -0.178 0.492
O -2.4233 -1.0608 -3.6209 0.170 -0.705 0.245 -0.957

---

5.
39
Properties=species:S:1:pos:R:3:forces:R:3:nbo_charge:R:1 method="wB97M-V/def2-TZVPD" total_charge=0 e_homo_ev=-8.09 smiles=Cc1cc(C)n(C[C@@H](O)Cn2ccc3ccccc32)n1 e_lumo_ev=0.6 de_lowest_kj_mol=1332.4
C -3.5613 -1.0544 3.6592 5.913 2.810 -1.202 -0.617
C -3.3471 -0.2319 2.4820 2.849 1.312 -2.403 0.169
C -3.9718 0.7386 1.6778 -3.176 0.387 0.046 -0.316
C -3.3731 1.2281 0.5404 5.490 -10.263 10.669 0.173
C -3.5908 2.0975 -0.3864 -1.335 7.772 -4.923 -0.663
N -2.1016 0.5853 0.8303 1.105 -2.084 -0.601 -0.227
C -0.7899 0.6052 0.0088 -5.082 8.847 6.390 -0.226
C 0.2456 1.1386 0.9063 2.121 1.882 4.392 0.078
O 0.7901 0.2565 1.8935 -5.284 -2.143 0.635 -0.750
C 1.4569 1.5337 0.2752 4.457 1.624 -2.059 -0.245
N 1.8509 0.9161 -0.9318 -0.212 -3.742 -3.461 -0.403
C 1.4432 1.2112 -2.1758 -1.420 9.799 -3.545 0.043
C 1.6820 0.5386 -3.3098 1.733 -5.537 13.445 -0.293
C 2.1356 -0.7508 -2.4473 -0.073 -3.943 -9.380 -0.066
C 2.5364 -2.2896 -2.9339 0.617 7.443 10.560 -0.138
C 3.2002 -2.8470 -1.8125 -2.452 -5.198 -6.980 -0.217
C 3.0897 -2.5995 -0.4627 -0.022 4.750 -0.114 -0.243
C 2.8148 -1.3049 -0.0578 -1.830 -1.868 -9.392 -0.133
C 2.1942 -0.4579 -1.2074 2.901 0.147 9.375 0.038
N -2.1466 -0.3607 1.9759 1.444 2.334 -3.557 -0.299
H -2.8274 -1.8315 3.7667 1.311 0.536 0.398 0.236
H -4.2637 -1.6176 3.5179 -8.593 -5.909 -1.723 0.211
H -3.8085 -0.5184 4.4564 -0.387 2.206 3.790 0.218
H -4.9085 1.0755 1.9183 -2.539 0.716 0.527 0.194
H -3.4104 1.6930 -1.3844 -0.226 0.487 -0.172 0.248
H -4.6246 2.5468 -0.2226 1.301 -0.433 -0.779 0.253
H -2.8092 2.9066 -0.1081 -1.251 -0.520 -1.276 0.245
H -0.6659 -0.1008 -0.5742 1.641 -7.479 -4.947 0.209
H -1.0041 1.4727 -0.6119 0.070 0.147 -0.583 0.212
H 0.0294 2.1591 1.5799 -0.869 -2.418 -1.988 0.180
H -0.1834 -0.1070 2.1121 3.019 -0.172 0.841 0.502
H 2.4388 1.5445 0.7990 -1.161 -0.815 1.216 0.242
H 1.4964 2.5624 0.0997 -0.592 1.951 -1.057 0.217
H 1.2162 2.4262 -2.4064 0.087 -2.977 1.251 0.162
H 1.6024 0.5603 -4.2269 -1.063 0.850 -8.775 0.197
H 2.6253 -2.4052 -3.8902 0.486 -1.502 -5.344 0.188
H 3.3351 -3.9447 -2.3019 0.785 1.807 2.327 0.203
H 3.3517 -3.2770 0.2249 1.068 -2.650 2.308 0.210
H 2.5717 -0.9486 0.7972 -0.831 1.847 6.092 0.207

---

6.
15
Properties=species:S:1:pos:R:3:forces:R:3:nbo_charge:R:1 method="wB97M-V/def2-TZVPD" s_squared=0.752 total_charge=0 e_homo_ev="-3.61 / -8.98" e_lumo_ev="0.9 / 0.7" multiplicity=2 de_lowest_kj_mol=155.5
N 0.4872 0.6045 1.6212 0.580 0.532 0.787 -0.861
C 0.7885 -0.0048 0.1849 -0.679 -1.680 -1.692 -0.217
C 1.0252 -1.5096 0.2979 -0.245 -1.560 0.852 -0.660
C -0.3996 0.3361 -0.6496 -0.546 1.266 1.937 0.490
N -1.0477 -0.5817 -1.4532 0.817 -0.956 -0.402 -0.847
O -1.0101 1.3953 -0.3208 0.468 -0.077 -0.680 -0.734
H 1.2011 0.2634 2.2832 -0.171 0.029 0.103 0.367
H -0.4538 0.3783 1.9630 -0.032 -0.320 -0.137 0.417
H 0.5328 1.6388 1.6688 0.064 -0.158 -0.461 0.408
H 1.7205 0.4628 -0.1356 0.147 0.703 0.372 0.196
H 1.8944 -2.0019 -0.1572 0.185 0.835 -0.354 0.218
H 0.1744 -2.1040 -0.0352 -0.191 0.367 -0.291 0.234
H 1.0991 -1.8906 1.3265 0.135 0.603 0.123 0.213
H -1.8631 -0.1980 -1.8908 -0.107 0.140 -0.216 0.400
H -0.4624 -1.1750 -2.0375 -0.427 0.275 0.060 0.375